Model one:
ORCA calculation (ωB97M-V/def2-TZVPD) on a 2-piece molecular cluster, C3H12N2 overall.

```
17
Properties=species:S:1:pos:R:3:mulliken_charge:R:1
C 2.16604 -0.51030 -1.25087 -0.62
N 3.06862 0.61301 -0.93669 -0.51
H 1.48349 -0.36671 -2.07915 0.25
H 1.64917 -0.74741 -0.32013 0.17
H 2.76117 -1.41134 -1.42119 0.32
H 2.87014 1.40250 -1.50230 0.20
H 4.03202 0.32320 -0.99993 0.21
C -1.48542 -0.05386 -0.18728 -0.78
C -2.06314 0.61321 1.02963 -0.38
N -2.03734 -0.25041 2.23535 -0.54
H -0.40101 0.10352 -0.19034 0.02
H -1.59746 -1.13808 -0.22456 0.29
H -1.83279 0.27861 -1.16651 0.34
H -1.81267 1.64643 1.22831 0.37
H -3.15853 0.76929 0.92587 0.27
H -1.16812 -0.12921 2.73573 0.19
H -2.47417 -1.14246 2.12406 0.20
```

Output
LUMO level: 1.05 eV
gap between HOMO and LUMO: 9.8 eV
multiplicity: 1
total charge: 0

---

Model two:
ORCA calculation (ωB97M-V/def2-TZVPD) on a 2-piece molecular cluster, C3H12N2 overall.

```
17
Properties=species:S:1:pos:R:3:mulliken_charge:R:1
C 2.70128 0.46179 2.20069 -0.83
C 2.40862 -0.27113 0.67163 -0.40
H 3.57977 -0.08058 2.61466 0.24
H 2.89095 1.52850 2.23834 0.30
H 1.79913 0.37464 2.80287 0.27
H 2.95450 0.29819 -0.06076 0.27
H 1.29043 -0.29551 0.51474 -0.14
H 2.74480 -1.28274 0.68449 0.29
N -2.15172 -0.82805 -2.20868 -0.49
C -1.71792 0.09785 -1.25255 -0.32
N -2.75889 0.62557 -0.35230 -0.63
H -2.88839 -1.54755 -1.75127 0.23
H -1.66543 -0.69912 -3.05483 0.19
H -1.50010 1.01220 -1.76780 0.36
H -0.96467 -0.26128 -0.55691 0.19
H -3.15814 -0.20116 0.13201 0.21
H -3.56421 1.06839 -0.85434 0.26
```

Output
LUMO level: 1.11 eV
gap between HOMO and LUMO: 9.9 eV
multiplicity: 1
total charge: 0

---

Last place for stability: model two

---

Model one:
ORCA calculation (ωB97M-V/def2-TZVPD) on a 2-piece molecular cluster, C2H8OS overall.

```
12
Properties=species:S:1:pos:R:3:mulliken_charge:R:1
C 0.31223 0.29509 0.43106 -0.82
S -0.97215 0.79694 -0.75989 -0.10
C -2.14695 -0.55500 -0.53832 -0.83
H 1.21415 0.84198 0.17976 0.20
H 0.46813 -0.76601 0.23713 0.32
H -0.01559 0.41490 1.45356 0.36
H -3.12277 -0.11442 -0.41933 0.31
H -2.18740 -1.19300 -1.42494 0.27
H -1.95932 -1.15745 0.34649 0.28
H 3.79370 -1.38955 1.62508 0.30
H 3.23823 -0.37402 0.60872 0.32
O 2.99911 -0.91177 1.36544 -0.62
```

Output
LUMO level: 0.73 eV
gap between HOMO and LUMO: 9.0 eV
multiplicity: 1
total charge: 0

---

Model two:
ORCA calculation (ωB97M-V/def2-TZVPD) on a 2-piece molecular cluster, C2H8OS overall.

```
12
Properties=species:S:1:pos:R:3:mulliken_charge:R:1
C 0.85003 -0.06995 1.23388 -0.72
S 0.41875 -1.10294 -0.20201 -0.09
C 0.45448 0.20595 -1.51643 -0.78
H 1.67401 -0.32942 1.81696 0.38
H -0.16269 0.06916 1.78693 0.20
H 0.93878 0.95610 0.83243 0.20
H -0.50697 0.72879 -1.57996 0.21
H 1.39719 0.72586 -1.48268 0.33
H 0.31742 -0.57103 -2.37247 0.25
H -2.20201 0.69378 0.35258 0.34
H -1.75040 2.13054 -0.07681 0.30
O -1.77905 1.55340 0.70630 -0.64
```

Output
LUMO level: 0.68 eV
gap between HOMO and LUMO: 9.2 eV
multiplicity: 1
total charge: 0

---

Last place for stability: model two

---

Model one:
ORCA calculation (ωB97M-V/def2-TZVPD) on a 2-piece molecular cluster, C2H8OS overall.

```
12
Properties=species:S:1:pos:R:3:mulliken_charge:R:1
C -0.86885 -0.32629 1.76497 -0.80
S 0.74215 0.52408 1.84837 -0.08
C 1.04320 0.73329 0.07516 -0.68
H -0.60608 -1.43815 1.61964 0.24
H -1.50069 -0.04727 1.03827 0.33
H -1.33397 -0.34432 2.84733 0.25
H 1.69734 1.61373 -0.25113 0.32
H 1.27496 -0.33246 -0.40393 0.20
H 0.11141 0.95418 -0.32242 0.22
H -0.96131 -0.25563 -2.88675 0.32
H 0.43238 -0.94519 -2.78436 0.31
O -0.03052 -0.13597 -2.54514 -0.62
```

Output
LUMO level: 0.62 eV
gap between HOMO and LUMO: 8.8 eV
multiplicity: 1
total charge: 0

---

Model two:
ORCA calculation (ωB97M-V/def2-TZVPD) on a 2-piece molecular cluster, C2H8OS overall.

```
12
Properties=species:S:1:pos:R:3:mulliken_charge:R:1
O -0.98843 0.71409 0.63564 -0.50
C 0.58643 -1.15526 0.83501 -0.85
C -0.77753 -0.67408 0.37270 -0.29
H -0.92652 0.84439 1.60495 0.29
H 1.38188 -0.56104 0.35464 0.20
H 0.72894 -2.21569 0.56706 0.30
H 0.68275 -1.05282 1.92902 0.31
H -0.87114 -0.77445 -0.72577 0.27
H -1.57869 -1.28172 0.83568 0.28
S 1.19698 1.95801 -2.21841 -0.31
H 0.36203 1.80916 -1.17322 0.13
H 0.20330 2.38941 -3.01730 0.15
```

Output
LUMO level: 0.88 eV
gap between HOMO and LUMO: 10.4 eV
multiplicity: 1
total charge: 0

---

Last place for stability: model one

---

Model one:
ORCA calculation (ωB97M-V/def2-TZVPD) on H2O5PS2 as an isolated structure.

```
10
Properties=species:S:1:pos:R:3:mulliken_charge:R:1
O 2.77862 -0.12883 -0.18526 -0.49
O 0.93705 -1.33093 0.94282 -0.45
O 1.13425 -1.47094 -1.50053 -0.48
O -0.03970 2.18023 0.80911 -0.54
O -0.83343 1.93082 -1.48258 -0.59
P -2.19769 -0.05964 0.59171 -0.18
S 1.49540 -0.78084 -0.26399 0.92
S -0.43804 1.27507 -0.24410 0.62
H -1.57457 -1.04662 -0.34559 0.09
H -1.26189 -0.56832 1.67843 0.10
```

Output
LUMO level (alpha / beta): 2.78 / 2.78 eV
gap between HOMO and LUMO (alpha / beta): 7.1 / 7.1 eV
multiplicity: 1
total charge: -1

---

Model two:
ORCA calculation (ωB97M-V/def2-TZVPD) on a 2-piece molecular cluster, H2O5PS2 overall.

```
10
Properties=species:S:1:pos:R:3:mulliken_charge:R:1
O 1.73739 -0.42902 0.73660 -0.30
O 0.45109 0.02107 2.86114 -0.56
O -0.42896 -1.09031 0.79451 -0.34
O -1.73746 2.27854 -1.06779 -0.65
O 1.22950 -2.79619 -0.42920 -0.64
P 0.88320 -1.34175 -0.39620 0.74
S 0.50305 -0.26692 -2.00368 -0.50
S 0.36502 0.22417 1.41561 0.67
H -0.87929 1.77872 -1.40821 0.26
H -2.12353 1.62169 -0.50279 0.31
```

Output
LUMO level: 3.41 eV
gap between HOMO and LUMO: 8.9 eV
multiplicity: 1
total charge: -1

---

Last place for stability: model one

---

Model one:
ORCA calculation (ωB97M-V/def2-TZVPD) on a 3-piece molecular cluster, C3H12N2O3 overall.

```
20
Properties=species:S:1:pos:R:3:mulliken_charge:R:1
C 0.73147 2.44785 0.82062 -0.55
C 0.80267 1.49173 -0.26385 -0.42
C 0.47901 0.13759 -0.09967 0.53
N 1.57377 -0.77346 0.13011 -0.39
O -0.56951 -0.00813 0.77106 -0.58
N -0.70160 2.68279 1.16940 -0.64
H 1.28368 2.16131 1.72316 0.32
H 1.07702 3.41851 0.53378 0.35
H 0.07988 -0.20192 -1.07552 0.20
H 1.01340 1.79775 -1.27044 0.44
H 1.56444 -1.51923 -0.54426 0.29
H 2.47981 -0.36879 0.15668 0.23
H -1.09800 1.77357 1.48525 0.36
H -1.19501 2.86996 0.29325 0.28
H -0.94864 -0.96260 0.64822 0.43
H -2.05162 -2.77104 -0.07584 0.22
O -1.14262 -2.54644 0.16747 -1.03
H -0.73461 -2.28533 -1.24647 0.45
H -1.17427 -2.68513 -2.70966 0.25
O -0.47671 -2.15685 -2.25065 -0.74
```

Output
LUMO level: -3.36 eV
gap between HOMO and LUMO: 4.7 eV
multiplicity: 1
total charge: 0

---

Model two:
ORCA calculation (ωB97M-V/def2-TZVPD) on a 3-piece molecular cluster, C3H12N2O3 overall.

```
20
Properties=species:S:1:pos:R:3:mulliken_charge:R:1
C -0.43517 -0.60183 0.59268 0.01
C -1.46469 0.43280 0.95259 -0.20
C -1.94311 1.18717 -0.19421 0.22
N -1.05316 1.54981 -1.17187 -0.25
O -3.08999 1.58594 -0.35962 -0.65
N 0.01206 -1.43736 1.76769 -0.72
H 0.42535 -0.03106 0.30690 -0.18
H -0.65816 -1.28222 -0.30343 0.37
H -0.85825 1.25838 1.57367 0.21
H -2.19137 -0.10623 1.58012 0.34
H -1.40465 2.20114 -1.87679 0.22
H 0.00249 1.34411 -1.28068 0.16
H -0.19487 -2.36592 1.59489 0.25
H -0.66932 -1.30814 2.58522 0.25
H 2.99958 -1.56092 -0.49478 0.34
H 2.47127 -1.18850 0.86276 0.32
O 2.83327 -0.77384 0.09106 -0.71
H 1.73175 -0.07581 -1.36341 0.40
H 1.93770 0.95869 -2.63753 0.31
O 1.54926 0.21379 -2.22525 -0.67
```

Output
LUMO level: 0.56 eV
gap between HOMO and LUMO: 10.1 eV
multiplicity: 1
total charge: 0

---

Last place for stability: model one

---

Model one:
ORCA calculation (ωB97M-V/def2-TZVPD) on a 2-piece molecular cluster, CH4NO2Si overall.

```
9
Properties=species:S:1:pos:R:3:mulliken_charge:R:1
C 2.23202 -0.10884 0.03247 0.71
N 0.03694 0.57933 -0.24937 -0.46
O 2.16600 -1.27120 -0.00112 -0.43
O 2.74675 0.93589 0.12069 -0.47
Si -1.41495 -0.18796 -0.02682 0.04
H 0.11751 1.54399 0.06532 0.12
H -2.52372 0.24836 -0.95449 -0.17
H -2.12264 -0.10824 1.30279 -0.17
H -1.23790 -1.63133 -0.28947 -0.17
```

Output
LUMO level: 4.04 eV
gap between HOMO and LUMO: 7.4 eV
multiplicity: 1
total charge: -1

---

Model two:
ORCA calculation (ωB97M-V/def2-TZVPD) on an isolated ion of composition CH4NO2Si and charge -1.

```
9
Properties=species:S:1:pos:R:3:mulliken_charge:R:1
C 0.84922 -2.34883 0.49966 0.38
N 0.26485 0.89779 0.58196 -0.43
O 1.41363 -3.15185 -0.34255 -0.68
O 0.52969 -2.60659 1.66390 -0.64
Si 0.24519 -0.66476 -0.30085 0.34
H 1.11276 1.11806 1.16019 0.20
H -0.40628 1.63145 0.47082 0.17
H 0.85931 -0.80556 -1.54410 -0.15
H -1.19357 -0.76318 -0.79135 -0.19
```

Output
LUMO level: 3.93 eV
gap between HOMO and LUMO: 7.5 eV
multiplicity: 1
total charge: -1

---

Last place for stability: model one